Entry from the Open Molecules 2025 dataset: 13 unconnected molecules or ions with the total composition C5H34NO13S at a distorted geometry (wB97M-V/def2-TZVPD).

Last columns: bonded neighbours and bond lengths (Å).
Positions of all 54 atoms, in Å:
1 H -3.31 1.72 0.36  O52 1.002
2 H -0.16 -0.26 -1.47  C24 1.101
3 H 4.15 1.62 2.06  O30 0.963
4 O -2.56 0.22 -4.04  H6 0.958, H40 0.988
5 O -0.98 -3.46 -2.20  H25 0.984, H29 0.964
6 H -1.97 0.93 -3.78  O4 0.958
7 H 1.45 1.59 1.59  C12 1.104
8 H 3.73 -1.97 0.13  C17 1.100
9 H 5.10 -1.07 -0.63  C17 1.111
10 H -2.63 -2.25 0.08  O11 0.961
11 O -3.05 -2.68 -0.67  H10 0.961, H31 0.978
12 C 1.35 2.11 0.63  H7 1.104, H41 1.102, C49 1.519, S53 1.821
13 H 4.09 -2.21 -1.59  C17 1.114
14 H -0.90 1.24 -0.93  C24 1.094
15 O -2.25 1.65 1.69  H35 0.963, H50 1.091
16 O 0.39 0.67 4.57  H26 1.000, H39 0.961
17 C 4.06 -1.45 -0.78  H8 1.100, H9 1.111, H13 1.114, C46 1.491
18 H 0.58 -2.81 2.44  O27 0.964
19 N 2.25 0.09 -0.29  H32 1.029, C46 1.377, C49 1.477
20 O -4.08 -0.48 -1.92  H34 0.983, H44 1.002
21 O 3.29 0.25 -2.27  C46 1.218
22 H -1.65 0.21 2.39  O45 0.994
23 H 3.14 -0.22 3.02  O38 0.983
24 C -0.13 0.50 -0.67  H2 1.101, H14 1.094, H37 1.109, C49 1.516
25 H -1.85 -3.25 -1.79  O5 0.984
26 H 1.21 0.19 4.25  O16 1.000
27 O 0.61 -2.00 1.92  H18 0.964, H33 1.021
28 H 3.84 0.37 1.14  O30 0.967
29 H -0.37 -3.17 -1.52  O5 0.964
30 O 4.20 0.66 1.99  H3 0.963, H28 0.967
31 H -3.49 -1.93 -1.11  O11 0.978
32 H 1.98 -0.51 0.51  N19 1.029
33 H -0.14 -1.39 2.23  O27 1.021
34 H -3.63 -0.26 -2.76  O20 0.983
35 H -2.64 2.19 2.39  O15 0.963
36 H 1.82 -1.14 2.82  O38 0.993
37 H -0.46 0.02 0.28  C24 1.109
38 O 2.41 -0.69 3.48  H23 0.983, H36 0.993
39 H 0.47 1.60 4.34  O16 0.961
40 H -2.02 -0.59 -4.22  O4 0.988
41 H 2.27 2.71 0.51  C12 1.102
42 H -3.56 2.53 -0.87  O52 0.973
43 H 0.01 -1.60 -4.47  O51 0.961
44 H -4.02 0.35 -1.36  O20 1.002
45 O -1.31 -0.58 2.89  H22 0.994, H47 0.989
46 C 3.17 -0.33 -1.21  C17 1.491, N19 1.377, O21 1.218
47 H -0.79 -0.15 3.61  O45 0.989
48 H -0.98 -2.53 -3.71  O51 0.979
49 C 1.23 1.14 -0.54  C12 1.519, N19 1.477, C24 1.516, H54 1.117
50 H -1.43 2.27 1.32  O15 1.091
51 O -0.91 -1.87 -4.43  H43 0.961, H48 0.979
52 O -3.94 1.75 -0.42  H1 1.002, H42 0.973
53 S -0.01 3.31 0.79  C12 1.821
54 H 1.49 1.65 -1.50  C49 1.117

## Properties
F_max: 2.8 eV/A
2S+1: 2
Gap between HOMO and LUMO (alpha / beta): 0.3645 / 0.2289 hartree
Molar mass: 348.39 g/mol
Energy above the lowest of the compared OMol25 structures with the same formula, charge and spin: 0.00 kJ/mol

The computed Löwdin charges, all in e, follow: H 0.014; H 0.094; H 0.068; O -0.070; O -0.071; H 0.041; H 0.079; H 0.086; H 0.106; H 0.045; O -0.060; C -0.498; H 0.105; H 0.063; O -0.182; O -0.074; C 0.001; H 0.065; N 0.059; O -0.106; O 0.061; H 0.014; H 0.007; C -0.048; H 0.013; H 0.015; O -0.106; H 0.014; H 0.043; O -0.034; H 0.007; H 0.120; H 0.002; H 0.001; H 0.075; H 0.003; H 0.079; O -0.091; H 0.045; H 0.010; H 0.075; H 0.062; H 0.056; H 0.009; O -0.086; C -0.539; H 0.018; H 0.013; C -0.403; H -0.082; O -0.058; O -0.075; S 0.860; H 0.157